Density functional theory data (wB97M-V/def2-TZVPD) for an isolated molecule of CHNO3 in a non-equilibrium geometry.

For the energy above the lowest of the compared OMol25 structures with the same formula, charge and spin, the calculation gives 52.80 kcal per mole. The gap between HOMO and LUMO is 11.05 eV. As for the total charge: 0. As for the structure (SMILES): O=C1ON1O.

Positions of all 6 atoms, in Å:
1 O 0.78085 -0.54217 1.84789
2 C 0.05736 -0.17834 1.04007
3 O -1.08419 0.09849 0.61030
4 N 0.12515 0.73924 -0.32404
5 O 0.28485 -0.23425 -1.19483
6 H -0.16402 0.11704 -1.97939

Cartesian forces, eV/Å:
O 1.4 -1.4 1.6
C -1.1 3.4 -2.5
O -1.3 -0.5 0.9
N 0.6 -1.0 2.5
O 0.3 0.0 -2.1
H 0.1 -0.5 -0.4

Density functional theory data (wB97M-V/def2-TZVPD) for an isolated molecule of CHNO3 in a non-equilibrium geometry.

For the energy above the lowest of the compared OMol25 structures with the same formula, charge and spin, the calculation gives 119.32 kcal per mole. The gap between HOMO and LUMO is 8.27 eV. As for the total charge: 0.

Positions of all 6 atoms, in Å:
1 C 0.95691 0.17510 -0.03130
2 N -0.18247 -0.60009 0.24709
3 O -2.39632 -0.61372 0.08583
4 O 0.97611 1.36253 0.10008
5 O -1.31372 -0.01012 -0.24102
6 H 1.95949 -0.31369 -0.16067

Cartesian forces, eV/Å:
C 1.2 1.1 0.4
N -3.1 0.0 -1.3
O 1.4 0.9 -0.5
O -0.3 0.9 -0.3
O 2.1 -2.1 1.7
H -1.2 -0.7 -0.1

Density functional theory data (wB97M-V/def2-TZVPD) for an isolated molecule of CHNO3S in a non-equilibrium geometry.

For the energy above the lowest of the compared OMol25 structures with the same formula, charge and spin, the calculation gives 102.69 kcal per mole. The gap between HOMO and LUMO is 11.64 eV. As for the total charge: 0.

Positions of all 7 atoms, in Å:
1 C -0.17435 -2.35402 0.23892
2 N 0.93890 -1.95578 0.14719
3 O 1.89299 -1.18023 -0.23167
4 O 2.83116 1.08070 -0.30887
5 O 0.44974 0.69199 -0.61101
6 S 1.74776 0.37825 0.37399
7 H 0.06683 0.16673 -1.29645

Cartesian forces, eV/Å:
C 1.3 0.1 0.2
N -3.1 -1.2 0.3
O 2.5 -0.2 -0.4
O -1.1 -1.3 1.7
O 0.5 1.7 2.5
S -0.2 2.1 -3.6
H 0.2 -1.2 -0.6

Density functional theory data (wB97M-V/def2-TZVPD) for a structure of composition CHNO3S in a non-equilibrium geometry.

For the energy above the lowest of the compared OMol25 structures with the same formula, charge and spin, the calculation gives 162.20 kcal per mole. The gap between HOMO and LUMO (alpha / beta) is 8.26 / 7.74 eV. As for the total charge: 0.

Positions of all 7 atoms, in Å:
1 C -2.92208 1.14880 0.68085
2 N -1.22332 0.69317 1.48955
3 O -1.60700 1.53566 0.48386
4 O -2.54566 0.41169 1.73263
5 O 0.30050 -0.32043 -0.23892
6 S -4.31640 1.65647 -0.02636
7 H 0.80189 -0.87378 0.28469

Cartesian forces, eV/Å:
C -1.0 2.2 -1.2
N 0.0 0.5 0.0
O 0.0 0.2 -1.0
O -0.7 -1.7 1.0
O -2.1 2.2 -2.1
S 1.9 -1.0 1.1
H 2.0 -2.2 2.2

Density functional theory data (wB97M-V/def2-TZVPD) for a cluster of 2 separate species, CHNO4S in total in a non-equilibrium geometry.

For the energy above the lowest of the compared OMol25 structures with the same formula, charge and spin, the calculation gives 155.45 kcal per mole. The gap between HOMO and LUMO (alpha / beta) is 8.02 / 8.01 eV. As for the total charge: 0.

Positions of all 8 atoms, in Å:
1 C 0.02153 0.89463 0.65100
2 N 0.14442 -1.30531 0.88737
3 O -0.89917 -1.84379 0.96981
4 O 1.27491 -1.67703 0.87705
5 O -0.83994 2.15533 -1.64868
6 O -0.45119 -0.19205 -1.68515
7 S -0.23264 1.04614 -0.99339
8 H 0.98209 0.92208 0.94199

Cartesian forces, eV/Å:
C -3.1 -1.2 -1.8
N 0.2 1.4 -0.5
O 0.0 -0.1 0.1
O -0.3 0.0 0.2
O 0.6 1.1 0.8
O 0.5 -0.2 0.3
S -1.4 -1.7 -0.5
H 3.5 0.7 1.4

Density functional theory data (wB97M-V/def2-TZVPD) for the ion CHNO5S with charge -2 in a non-equilibrium geometry.

For the energy above the lowest of the compared OMol25 structures with the same formula, charge and spin, the calculation gives 12.90 kcal per mole. The gap between HOMO and LUMO is 6.40 eV. As for the total charge: -2. As for the structure (SMILES): O=[N+]([O-])C=S(=O)([O-])[O-].

Positions of all 9 atoms, in Å:
1 O -2.74712 0.45139 -0.10335
2 N -1.48670 0.73666 -0.01260
3 O -1.13853 1.95669 0.00177
4 C -0.66087 -0.25656 0.11705
5 S 1.46764 -0.35349 0.00848
6 O 2.07471 0.55793 0.99399
7 O 1.84451 -0.05212 -1.38446
8 O 1.69001 -1.78131 0.35203
9 H -1.04367 -1.25919 0.02709

Cartesian forces, eV/Å:
O -0.4 0.0 -0.1
N -0.4 0.5 0.2
O 0.2 0.2 -0.1
C 3.8 -1.0 -0.2
S -2.0 0.0 0.3
O -0.5 -0.4 -0.5
O -0.3 0.0 0.6
O -0.4 0.8 -0.2
H 0.0 0.0 0.0